(1)
This record from OMol25 describes a molecular structure, C16H47N3O9PdZn at a distorted geometry. The level of theory is ωB97M-V/def2-TZVPD.

Structure (XYZ):
```
77
Properties=species:S:1:pos:R:3:forces:R:3:lowdin_spin:R:1
H -3.396 1.659 -3.381 0.0350 0.4430 -0.0457 0.0031
H 4.418 -2.359 3.154 -0.0266 0.7064 -0.5752 0.0000
H 0.541 3.359 -1.648 -0.1654 -0.3495 -0.3285 0.0006
H -3.954 1.770 3.717 0.6444 0.7068 -0.1633 0.0000
H 0.623 -4.026 -2.238 0.4579 0.1020 0.0038 0.0000
C -3.414 1.021 3.138 -1.1614 -1.0693 -0.2306 0.0000
C 2.196 -2.586 -1.419 -1.7253 -0.1563 0.5568 0.0036
O 0.162 -1.751 1.345 0.2039 -1.4319 0.9927 0.0031
Pd -0.810 0.707 -2.641 -0.5046 -0.5116 1.4829 1.5058
H -2.830 2.852 -0.537 -0.0056 -0.1950 0.0448 -0.0001
C 4.510 -1.325 -3.917 0.1542 -0.7087 0.3012 0.0008
Zn 1.134 -0.152 0.652 0.7476 0.3992 -0.0930 0.0129
H 4.714 -2.111 -4.644 0.1021 -0.1160 0.0618 0.0001
H 3.764 -0.675 -4.374 -0.1669 0.3094 0.1236 0.0005
H 0.135 -2.394 -1.723 -0.4653 0.0658 -0.5567 0.0013
O -0.238 0.433 -0.605 -1.4160 0.2924 -0.7110 0.2387
H 2.133 -2.012 -3.516 -0.2773 -0.2802 -0.3302 -0.0005
H 5.431 -0.775 -3.722 -0.2105 -0.0614 0.1000 0.0001
C 0.930 -2.402 2.378 1.5831 0.0852 0.6045 0.0002
H -1.102 -3.370 1.093 0.2755 -0.1830 0.4419 0.0000
H 3.335 -3.517 3.544 -0.6739 -0.0722 0.3149 0.0000
O 0.211 1.061 2.125 1.0157 -0.5911 -0.1285 0.0095
C 0.785 -3.240 -1.501 -0.2243 1.4091 0.6298 0.0019
H -5.562 2.225 -2.501 -0.1379 -0.2755 -0.1410 0.0010
H 2.545 -0.079 2.970 -0.4891 0.0277 0.4104 0.0001
C -0.463 3.781 -1.615 1.1745 -0.0404 -0.2219 0.0058
H -5.268 0.529 -1.957 -0.3109 0.1683 -0.3251 0.0006
C -3.603 1.212 1.593 0.0272 0.0724 1.9095 -0.0001
C -3.494 1.665 -2.296 -0.1446 -0.3946 1.1212 0.0074
H 2.470 2.216 -0.374 0.1133 -0.0170 0.0104 0.0000
H -0.426 4.674 -2.239 -0.6899 -0.3885 -0.6557 0.0018
N 2.149 -1.164 -0.907 -0.0299 -1.0736 0.2442 0.0462
H -1.089 0.622 -0.163 0.6795 -0.1834 -0.1575 -0.0001
H -1.926 0.776 4.442 -0.2328 0.0426 0.2324 0.0000
O -1.402 2.721 -2.036 2.0272 1.1553 0.3207 0.0973
H 1.749 -0.648 -1.677 -0.2337 0.3859 -0.0305 0.0062
C -4.944 1.568 -1.889 -0.7825 0.7221 -0.0656 0.0071
O 1.246 0.376 -3.134 -0.2244 0.6215 -0.1323 0.8634
H -0.329 2.923 1.711 -0.0356 0.5345 0.2865 0.0000
H -4.508 1.781 1.378 0.0612 0.2948 0.3179 0.0000
O 4.037 -1.892 -2.668 -0.4779 0.6196 -1.0086 0.0003
O -3.659 0.012 0.861 0.7231 -0.4842 -0.3441 0.0009
C 0.518 2.423 2.181 0.3399 1.2967 -0.6420 0.0005
H 1.595 -0.466 -3.485 -0.0036 -0.0426 -0.4341 0.0150
H 2.812 -3.197 -0.759 0.3384 0.2994 -0.1109 0.0029
H -3.904 0.114 3.491 -0.5420 -0.2891 -0.5624 0.0000
H 3.166 -1.873 4.268 -0.0992 -0.2896 0.2592 0.0000
H 0.496 -2.121 3.338 0.1959 0.2942 0.1975 0.0000
H 0.903 -3.491 2.372 -0.4385 -0.0912 -0.6112 0.0001
O 2.031 1.819 0.382 0.3228 -1.3155 -0.6509 0.0019
C -2.740 2.848 -1.624 -1.0786 -0.4072 -1.1374 0.0065
H 2.948 -2.530 1.436 -0.8717 0.3326 -0.9049 0.0001
C 2.766 -2.527 -2.793 2.2589 -0.9307 0.9357 0.0002
H 2.676 2.979 1.954 -0.1023 -0.3526 0.3769 0.0000
C 3.351 -2.443 3.358 0.2050 -0.7895 1.4404 0.0000
N 2.563 -0.547 2.075 0.6552 -0.6915 -0.5235 0.0010
H -2.725 1.759 1.252 0.0062 0.1075 -0.1791 -0.0001
C 2.436 -2.016 2.250 -0.0339 -0.1122 0.4412 0.0002
H 0.674 2.757 3.206 -0.2478 0.0920 0.0005 0.0003
H 0.360 -3.556 -0.548 0.5752 -0.3148 0.0649 0.0003
H -4.357 -0.568 1.174 -0.2564 0.0064 0.1707 0.0000
N -2.864 0.379 -1.820 1.0069 1.3022 -1.2392 0.1371
H -3.098 3.804 -2.006 -0.3454 -0.0082 0.0410 0.0031
H -5.152 1.880 -0.866 0.3555 0.0126 0.1443 0.0002
H -1.691 -1.926 0.451 0.3174 0.5361 -0.0569 -0.0001
H -1.768 -2.118 2.172 0.5015 0.1373 0.3887 0.0000
H 3.537 -0.460 1.822 0.3007 0.5233 -0.4498 0.0000
H 1.643 3.682 0.764 -0.4897 0.5590 0.7558 0.0000
H -0.495 4.208 -0.612 -1.1669 -0.7301 0.4232 0.0005
H -3.388 -0.413 -2.163 -0.0169 -0.2197 -0.5615 0.0065
C 1.778 2.785 1.368 0.1524 1.0072 -0.2802 0.0002
H -3.069 0.354 -0.831 0.3830 -0.3624 0.8573 0.0040
H 3.118 -0.881 -0.930 0.5281 0.1756 -0.0254 0.0005
C -1.130 -2.302 1.307 -1.5396 -0.5411 -1.1691 0.0000
H 2.905 -3.587 -3.006 -0.0693 0.0157 -1.1298 -0.0002
O -2.054 0.807 3.491 0.6117 0.6608 -0.6976 0.0001
H -0.643 0.961 2.554 -0.9656 -0.4509 0.6022 0.0000
```
Positions in Å, forces in eV/Å.

Values from the calculation:
Multiplicity: 4
Largest force on an atom in eV/A: 2.62
E in hartree: -3385.34231
Kohn-Sham gap (spin up / spin down) in eV: 9.3000 / 4.9516
Charge: +3



(2)
This record from OMol25 describes a molecular structure, C6H7CuLiO6 at a distorted geometry. The level of theory is ωB97M-V/def2-TZVPD.

Structure (XYZ):
```
21
Properties=species:S:1:pos:R:3:forces:R:3:lowdin_spin:R:1
H -0.197 0.638 3.152 0.0495 -0.1341 -0.1938 -0.0001
H 1.178 2.677 -1.855 0.1846 -0.2642 0.1680 0.0178
Li -1.263 1.012 -0.838 0.2064 -0.2091 0.4261 -0.0007
C 1.806 1.793 -1.953 -0.0450 -0.0841 -0.0396 0.5051
H 1.890 -0.306 -2.471 -0.1761 0.2252 0.0042 0.0019
H -1.978 -0.259 1.635 0.2055 -0.1277 0.0936 0.0000
C -1.155 -1.752 -0.234 0.1212 0.2525 0.1331 0.0000
O 1.709 0.722 0.752 -0.3207 -0.0471 -0.0779 0.0888
C 0.532 0.827 1.150 0.6764 -0.0715 -0.3204 0.0039
O -0.688 -2.598 -1.024 -0.0158 -0.1883 -0.6665 -0.0006
H 0.894 -0.679 2.664 -0.1820 0.1504 -0.1398 -0.0001
O -0.336 1.597 0.642 -0.5764 0.0880 -0.4293 0.0046
H 2.889 1.883 -1.901 -0.3484 -0.0342 0.0919 0.0202
O -1.871 -0.780 -0.615 -0.3842 0.5233 -0.2351 0.0028
O -0.845 -1.902 1.058 0.1313 -0.3607 -0.1431 0.0002
H -1.491 -1.406 2.913 0.0805 0.0577 -0.2360 0.0004
C 0.071 -0.039 2.325 0.1089 -0.0384 0.3342 0.0058
C 1.220 0.549 -2.285 0.2045 -0.1036 0.3575 0.1434
Cu -1.187 -1.465 -2.785 0.4600 0.0020 1.1923 0.0021
O -0.020 0.370 -2.343 -0.0877 0.0316 -0.4342 0.2036
C -1.157 -0.880 2.011 -0.2924 0.3324 0.1147 0.0010
```
Positions in Å, forces in eV/Å.

Values from the calculation:
Multiplicity: 2
Largest force on an atom in eV/A: 1.28
E in hartree: -2332.32601
Kohn-Sham gap (spin up / spin down) in eV: 7.8279 / 6.4050
Charge: 0
ΔE to the lowest compared entry with this formula, charge and spin in kcal/mol: 11.5